Version one
Molecular formula: C5H14NO
Method: DFT, ωB97M-V with the def2-TZVPD basis set

Results
Frontier orbital gap, eV: 10.46

```
! RIJCOSX wB97M-V def2-TZVPD def2/J DEFGRID3
* xyz 1 1
C -0.6447 2.1655 -0.5623
C 0.7920 2.0423 -0.3548
C 1.3922 0.6274 -0.7672
C 0.5545 -0.5614 -0.3018
C -0.6450 -1.0460 -0.7189
N -1.5024 -2.0765 0.0996
H -1.2614 1.6138 0.1132
H -1.0740 3.2283 -0.8393
H -0.8713 1.9757 -1.5324
H 1.3581 2.8153 -1.0044
H 1.0114 2.2423 0.7461
H 1.3672 0.5559 -1.8290
H 2.4140 0.6028 -0.4522
H 1.1740 -0.9984 0.6015
H -1.2183 -0.7101 -1.7186
H -2.5004 -2.0497 -0.2926
H -0.9741 -2.9177 -0.0319
H -1.3064 -1.8023 1.1053
H 1.0185 -1.1638 2.6742
H 0.3937 -2.6375 2.8398
O 0.5223 -1.9061 2.2257
*
```

Computed natural (NBO) charges, given in elementary charges: C -0.646; C -0.385; C -0.442; C -0.142; C -0.129; N -0.739; H 0.204; H 0.246; H 0.211; H 0.236; H 0.205; H 0.222; H 0.234; H 0.256; H 0.248; H 0.470; H 0.447; H 0.483; H 0.511; H 0.503; O -0.993

=====

Version two
Molecular formula: C5H14NO
Method: DFT, ωB97M-V with the def2-TZVPD basis set

Results
Frontier orbital gap, eV: 9.54

```
! RIJCOSX wB97M-V def2-TZVPD def2/J DEFGRID3
* xyz 1 1
C -0.4604 1.1898 0.3017
C 1.0327 0.9246 0.1278
C 1.4024 -0.1686 -0.8158
C 0.8759 -0.5573 -2.0023
C 1.5255 -1.5826 -2.8908
N -1.1105 0.0983 1.0926
H -0.6197 2.1506 0.8022
H -0.8956 1.2067 -0.6761
H 1.6046 1.8684 -0.0057
H 1.4832 0.6873 1.0865
H 2.1297 -0.8662 -0.3878
H -0.0608 -0.0447 -2.2696
H 2.4723 -1.9053 -2.4620
H 0.8494 -2.4783 -2.9271
H 1.6369 -1.1176 -3.8714
H -0.2819 -0.4839 1.2444
H -1.6016 0.2051 2.0427
H -1.7804 -0.3652 0.4689
H -3.2829 -0.1360 3.5630
H -2.4168 0.9566 4.1874
O -2.5019 0.4180 3.3912
*
```

Computed natural (NBO) charges, given in elementary charges: C -0.220; C -0.482; C -0.254; C -0.127; C -0.646; N -0.714; H 0.234; H 0.222; H 0.266; H 0.220; H 0.206; H 0.182; H 0.227; H 0.229; H 0.242; H 0.439; H 0.483; H 0.435; H 0.508; H 0.515; O -0.964

=====

Version three
Molecular formula: C5H14NO
Method: DFT, ωB97M-V with the def2-TZVPD basis set

Results
Frontier orbital gap, eV: 11.32

```
! RIJCOSX wB97M-V def2-TZVPD def2/J DEFGRID3
* xyz 1 1
O -1.9340 0.3194 -0.1359
C -1.9608 1.4930 0.1810
C -1.3369 2.5887 -0.6221
H -2.5121 1.7446 1.1156
H -0.3715 2.3224 -1.0541
H -1.2636 3.4838 -0.0198
H -1.9797 2.7458 -1.4852
C 2.0694 0.4065 0.4661
C 1.2732 -0.8736 0.7678
N 0.3088 -1.1892 -0.3794
C -0.3733 -2.5337 -0.2498
H 1.3495 1.1678 0.1991
H 2.7050 0.6589 1.3033
H 2.7527 0.2113 -0.3449
H 1.8648 -1.7908 0.8198
H 0.7154 -0.7180 1.6962
H 0.7593 -1.0067 -1.3256
H -0.5145 -0.5724 -0.3067
H 0.4012 -3.2907 -0.1959
H -1.0164 -2.6398 -1.1169
H -0.9366 -2.5271 0.6874
*
```

Computed natural (NBO) charges, given in elementary charges: O -0.606; C 0.489; C -0.739; H 0.148; H 0.235; H 0.247; H 0.275; C -0.626; C -0.211; N -0.539; C -0.408; H 0.210; H 0.257; H 0.223; H 0.218; H 0.227; H 0.433; H 0.465; H 0.225; H 0.240; H 0.237

=====

Version four
Molecular formula: C5H14NO
Method: DFT, ωB97M-V with the def2-TZVPD basis set

Results
Frontier orbital gap, eV: 10.90

```
! RIJCOSX wB97M-V def2-TZVPD def2/J DEFGRID3
* xyz 1 1
C 1.2046 -1.2911 -1.9027
C -0.1723 -1.9133 -1.5301
C -1.1580 -0.8214 -1.1248
C -0.5694 -0.0032 0.0326
C -0.0415 1.1734 -0.2292
N 0.4865 2.0731 0.8675
H 1.6012 -1.0865 -0.9022
H 1.8231 -2.0583 -2.3535
H 1.1209 -0.3268 -2.4743
H -0.4603 -2.4023 -2.4811
H -0.1166 -2.7224 -0.8263
H -1.5288 -0.4098 -2.1004
H -2.1223 -1.0901 -0.5842
H -0.8917 -0.4584 0.9631
H 0.1333 1.6007 -1.1898
H 1.4480 2.2351 0.6223
H -0.1457 2.8883 0.8219
H 0.2671 1.6797 1.8678
H 0.2744 -0.3156 2.9377
H 0.1622 0.7205 4.0197
O -0.1315 0.5434 3.1116
*
```

Computed natural (NBO) charges, given in elementary charges: C -0.607; C -0.407; C -0.451; C -0.138; C -0.087; N -0.735; H 0.188; H 0.236; H 0.204; H 0.223; H 0.212; H 0.244; H 0.230; H 0.237; H 0.229; H 0.443; H 0.441; H 0.482; H 0.496; H 0.508; O -0.947

=====

Relative stability in hartree, measured from the most stable structure: version one 0.0889; version two 0.0177; version three 0.0000; version four 0.0417

=====

Version one
Molecular formula: C5H16NO2S
Method: DFT, ωB97M-V with the def2-TZVPD basis set

Results
Frontier orbital gap, eV: 5.77

```
! RIJCOSX wB97M-V def2-TZVPD def2/J DEFGRID3
* xyz -1 1
C -0.2736 -1.9002 0.2433
C 0.7765 -1.8574 -0.8589
S 1.1528 -3.5380 -1.5147
C -0.4906 -0.5541 0.9635
N -0.8285 0.5898 0.0889
C -2.0667 0.3634 -0.6268
C -0.9369 1.7918 0.9137
H -0.0487 -2.6344 1.0176
H -1.2154 -2.2266 -0.2067
H 0.3815 -1.2769 -1.6919
H 1.6938 -1.4215 -0.4635
H 0.4446 -0.2892 1.4599
H -1.2794 -0.6667 1.7281
H -2.9550 0.2216 0.0064
H -2.0038 -0.5352 -1.2422
H -2.2453 1.1924 -1.3146
H 0.0495 2.0031 1.3289
H -1.1492 2.6357 0.2492
H -1.7069 1.7278 1.6912
H 0.7245 1.1650 -0.9856
H 1.8582 0.6442 -1.8561
O 1.5993 1.4046 -1.3574
H 2.5295 1.4473 0.1981
H 3.0608 0.3895 1.1324
O 2.9290 1.3241 1.0973
*
```

Computed natural (NBO) charges, given in elementary charges: C -0.422; C -0.528; S -0.725; C -0.221; N -0.467; C -0.421; C -0.421; H 0.213; H 0.191; H 0.172; H 0.165; H 0.196; H 0.153; H 0.159; H 0.218; H 0.191; H 0.219; H 0.190; H 0.164; H 0.505; H 0.484; O -0.986; H 0.498; H 0.461; O -0.986

=====

Version two
Molecular formula: C5H16NO2S
Method: DFT, ωB97M-V with the def2-TZVPD basis set

Results
Frontier orbital gap, eV: 6.47

```
! RIJCOSX wB97M-V def2-TZVPD def2/J DEFGRID3
* xyz -1 1
C -1.6640 -0.8101 0.2385
C -1.5023 -0.8155 -1.2856
S -0.5018 -2.2282 -1.8977
C -1.2524 0.4194 1.0093
N 0.2126 0.4538 1.3731
C 0.9050 1.2949 0.3473
C 2.0753 0.7014 -0.3622
H -1.2071 -1.6941 0.7260
H -2.7046 -1.1166 0.2907
H -1.1846 0.1376 -1.7704
H -2.4332 -0.8817 -1.9379
H -1.6498 0.3642 2.0913
H -1.4493 1.2913 0.4614
H 0.6947 -0.4193 1.2134
H 0.1400 1.6549 -0.4141
H 1.1737 2.1604 0.9535
H 2.8402 0.2512 0.2992
H 1.7114 -0.1155 -1.0323
H 2.5417 1.4471 -1.0943
H 1.9645 -1.2059 -3.6826
H 1.5028 -2.3917 -2.8522
O 2.1388 -2.0610 -3.5661
H -0.0533 1.1198 3.4110
H -1.5611 1.2049 3.4920
O -0.7372 1.2386 3.9889
*
```

Computed natural (NBO) charges, given in elementary charges: C -0.471; C -0.538; S -0.715; C -0.202; N -0.669; C -0.222; C -0.652; H 0.222; H 0.212; H 0.174; H 0.192; H 0.159; H 0.188; H 0.367; H 0.174; H 0.169; H 0.202; H 0.250; H 0.207; H 0.448; H 0.502; O -0.991; H 0.487; H 0.462; O -0.954

=====

Relative stability in hartree, measured from the most stable structure: version one 0.0000; version two 0.0601

=====

Version one
Molecular formula: C9H13N2OS
Method: DFT, ωB97M-V with the def2-TZVPD basis set

Results
Frontier orbital gap (spin up / spin down), eV: 7.27 / 7.26

```
! RIJCOSX wB97M-V def2-TZVPD def2/J DEFGRID3
* xyz 1 1
C -3.6243 -1.0445 -0.4470
C -2.3121 -1.4851 -0.6824
C -3.6983 -0.0237 0.4494
C -1.3746 -0.7878 0.0486
C 1.4721 1.1352 0.6546
C 0.4653 0.9029 -1.5144
C 2.0523 -1.2831 1.2542
C 0.9270 -0.2380 1.1113
C 0.0409 -0.9320 0.0844
N 0.6825 -2.0422 -0.3226
N 0.5842 1.7698 -0.3415
O 2.0324 -2.0142 0.0394
S -2.1525 0.4340 1.0328
H -4.4906 -1.4699 -0.9212
H -2.0621 -2.2848 -1.3532
H -4.5641 0.4898 0.8149
H 1.5973 1.7890 1.5191
H 2.4430 0.9972 0.1739
H 1.4094 0.6970 -1.9890
H -0.3447 1.1639 -2.1689
H 3.0494 -0.8599 1.3544
H 1.8554 -1.9530 2.1006
H 0.3827 -0.1134 2.0484
H 0.4963 -2.5927 -1.1457
H -0.3617 1.8722 0.0562
H 0.9461 2.7128 -0.5571
*
```

Computed natural (NBO) charges, given in elementary charges: C -0.226; C -0.195; C -0.370; C -0.283; C -0.209; C -0.492; C -0.070; C -0.328; C 0.329; N -0.279; N -0.525; O -0.331; S 0.409; H 0.250; H 0.233; H 0.260; H 0.233; H 0.230; H 0.199; H 0.208; H 0.220; H 0.205; H 0.252; H 0.425; H 0.433; H 0.423

=====

Version two
Molecular formula: C9H13N2OS
Method: DFT, ωB97M-V with the def2-TZVPD basis set

Results
Frontier orbital gap (spin up / spin down), eV: 7.34 / 7.34

```
! RIJCOSX wB97M-V def2-TZVPD def2/J DEFGRID3
* xyz 1 1
C -3.6402 -0.1651 -0.0488
C -2.5272 -0.5042 -0.8464
C -3.3958 0.1735 1.2432
C -1.3921 -0.4500 -0.1268
C 2.0880 0.3683 0.8105
C 0.7480 1.8449 -0.6985
C 1.8076 -1.8578 -0.2590
C 1.0864 -0.7071 0.5294
C -0.0336 -0.4332 -0.5119
N 0.4791 -0.8590 -1.6752
N 1.4643 1.6794 0.6835
O 1.7387 -1.2765 -1.5098
S -1.7763 0.1761 1.5352
H -4.6009 -0.1332 -0.5302
H -2.4612 -0.5873 -1.9328
H -4.0176 0.4045 2.2267
H 2.5591 0.3454 1.8419
H 3.0112 0.2188 0.1273
H 1.5600 1.8541 -1.3878
H -0.0053 2.6297 -0.7035
H 2.8950 -1.9683 0.1682
H 1.1761 -2.7321 -0.2446
H 0.5966 -0.8753 1.5103
H -0.2060 -1.3906 -2.2844
H 0.6934 1.8304 1.3307
H 2.1528 2.4144 0.7526
*
```

Computed natural (NBO) charges, given in elementary charges: C -0.244; C -0.182; C -0.403; C -0.275; C -0.232; C -0.433; C -0.062; C -0.336; C 0.323; N -0.302; N -0.534; O -0.339; S 0.434; H 0.245; H 0.241; H 0.292; H 0.237; H 0.241; H 0.188; H 0.211; H 0.230; H 0.200; H 0.246; H 0.393; H 0.432; H 0.431

=====

Relative stability in hartree, measured from the most stable structure: version one 0.0000; version two 0.0656

=====

Version one
Molecular formula: C3H8NO
Method: DFT, ωB97M-V with the def2-TZVPD basis set

Results
Frontier orbital gap, eV: 5.21

```
! RIJCOSX wB97M-V def2-TZVPD def2/J DEFGRID3
* xyz -1 1
C 1.0307 -0.0841 -0.4868
C -0.1699 -0.6352 0.2394
C -1.3740 0.2077 -0.0384
O -2.5530 -0.0505 0.2383
N 2.3910 -0.1592 0.2164
H 1.2083 0.9491 -0.1533
H 0.9829 -0.2324 -1.5826
H -0.4236 -1.6905 0.2779
H -0.5902 0.1190 1.0677
H -1.1792 1.1016 -0.6474
H 2.8587 2.5263 -0.7913
H 2.2741 -0.8856 0.9300
H 2.1935 2.5554 -1.1392
*
```

Computed natural (NBO) charges, given in elementary charges: C -0.359; C -0.400; C 0.310; O -0.656; N -1.154; H 0.266; H 0.138; H 0.219; H 0.251; H 0.130; H 0.020; H 0.265; H -0.031

=====

Version two
Molecular formula: C3H8NO
Method: DFT, ωB97M-V with the def2-TZVPD basis set

Results
Frontier orbital gap, eV: 7.16

```
! RIJCOSX wB97M-V def2-TZVPD def2/J DEFGRID3
* xyz -1 1
C -0.9812 -0.7572 -1.3257
O -0.8350 -1.0455 0.0036
C -1.3664 0.7306 -1.5335
H -1.7892 -1.3703 -1.7797
H -0.0030 -0.9172 -1.8484
H -1.4052 0.9671 -2.6151
H -0.6126 1.3684 -1.0794
H -2.3832 0.8477 -1.1584
C 1.6502 0.0038 1.2735
N 1.8850 1.0304 1.9854
H 2.4644 -0.3264 0.6256
H 0.6516 -0.4328 1.1171
H 1.0351 1.3394 2.4523
*
```

Computed natural (NBO) charges, given in elementary charges: C -0.022; O -0.983; C -0.641; H 0.083; H 0.074; H 0.153; H 0.190; H 0.184; C -0.054; N -0.681; H 0.126; H 0.254; H 0.316

=====

Version three
Molecular formula: C3H8NO
Method: DFT, ωB97M-V with the def2-TZVPD basis set

Results
Frontier orbital gap, eV: 6.38
SMILES: NCCC[O-]

```
! RIJCOSX wB97M-V def2-TZVPD def2/J DEFGRID3
* xyz -1 1
N -0.6349 -2.0498 -0.4887
C 0.2687 -0.9178 -0.3758
C -0.3384 0.3676 0.1610
C 0.6017 1.6194 0.4309
O -0.1488 2.6194 0.8961
H -0.9236 -2.3276 0.4492
H -1.5206 -1.6737 -0.8257
H 0.6257 -0.6204 -1.3736
H 1.2707 -1.1614 0.0304
H -0.7063 0.1351 1.1772
H -1.1509 0.7675 -0.4418
H 1.5882 1.4057 0.9395
H 1.0686 1.8358 -0.5788
*
```

Computed natural (NBO) charges, given in elementary charges: N -0.835; C -0.237; C -0.461; C 0.008; O -0.956; H 0.333; H 0.340; H 0.165; H 0.178; H 0.168; H 0.192; H 0.066; H 0.037

=====

Version four
Molecular formula: C3H8NO
Method: DFT, ωB97M-V with the def2-TZVPD basis set

Results
Frontier orbital gap, eV: 7.01

```
! RIJCOSX wB97M-V def2-TZVPD def2/J DEFGRID3
* xyz -1 1
C -1.1132 -0.7393 2.5129
O -0.4923 -0.4567 1.3465
H -0.7533 -1.6769 3.0021
H -2.2213 -0.8745 2.4250
H -0.9794 0.0444 3.3015
C 0.9607 -0.6370 -1.4933
C 0.1755 1.4519 -0.9833
N 0.6534 0.7430 -1.9162
H 2.0415 -0.7465 -1.4290
H 0.5073 -0.8385 -0.5203
H 0.5415 -1.3187 -2.2283
H -0.0962 2.4815 -1.2016
H 0.0050 1.0550 0.0339
*
```

Computed natural (NBO) charges, given in elementary charges: C -0.183; O -0.997; H 0.075; H 0.074; H 0.073; C -0.476; C -0.094; N -0.444; H 0.173; H 0.263; H 0.171; H 0.128; H 0.236

=====

Relative stability in hartree, measured from the most stable structure: version one 0.1548; version two 0.0064; version three 0.0000; version four 0.0130